No. 1
ORCA calculation (the ωB97M-V functional and the def2-TZVPD basis) on a cluster of 4 separate species, C4H18N2O3 in total.

```
27
Properties=species:S:1:pos:R:3
C 0.391 -1.447 -2.331
C -1.071 -1.469 -1.746
N -1.678 -0.185 -1.374
C -1.169 0.502 -0.251
C 0.141 1.399 -0.413
N 0.466 2.027 0.929
H 1.218 -0.973 -1.669
H 0.666 -2.556 -2.645
H 0.316 -0.730 -3.206
H -1.863 -1.900 -2.424
H -1.002 -2.021 -0.860
H -1.644 0.259 -2.394
H -2.169 1.066 0.142
H -1.060 -0.184 0.526
H 0.117 2.166 -1.159
H 0.832 0.423 -0.701
H 0.190 3.089 0.860
H -0.028 1.685 1.809
O 1.251 -1.358 2.527
H 2.069 -1.591 2.819
H 1.302 -1.103 1.624
O 3.105 -0.072 1.059
H 2.480 0.596 1.159
H 3.913 0.452 0.942
O -2.254 0.902 2.481
H -2.715 0.832 1.627
H -1.804 0.192 2.669
```

Summary:
Highest occupied orbital energy (eV): -8.52
SMILES string: CCNCCN.O.O.O

Just the Löwdin charges please, in e? Sure, here they are: atom 1 (C): -0.11, atom 2 (C): -0.31, atom 3 (N): -0.13, atom 4 (C): -0.29, atom 5 (C): -0.20, atom 6 (N): -0.05, atom 7 (H): 0.06, atom 8 (H): 0.10, atom 9 (H): 0.07, atom 10 (H): 0.12, atom 11 (H): 0.07, atom 12 (H): 0.16, atom 13 (H): 0.13, atom 14 (H): 0.07, atom 15 (H): 0.09, atom 16 (H): 0.10, atom 17 (H): 0.11, atom 18 (H): 0.07, atom 19 (O): -0.01, atom 20 (H): -0.02, atom 21 (H): -0.01, atom 22 (O): -0.04, atom 23 (H): -0.04, atom 24 (H): 0.06, atom 25 (O): 0.00, atom 26 (H): 0.03, atom 27 (H): -0.06

***

No. 2
ORCA calculation (the ωB97M-V functional and the def2-TZVPD basis) on a cluster of 5 separate species, C4H18N2O5 in total.

```
29
Properties=species:S:1:pos:R:3
C 1.040 0.900 -1.983
N -0.236 0.111 -2.093
C -0.572 -1.297 -1.916
N 0.293 -2.185 -1.262
O -1.762 -1.492 -2.281
C 1.099 1.676 -0.717
C 0.567 3.142 -0.515
H 1.355 1.406 -2.949
H 1.872 0.150 -1.924
H -1.034 0.582 -2.505
H 0.973 -1.825 -0.621
H -0.027 -3.210 -1.050
H 0.571 1.212 0.080
H 2.169 1.814 -0.576
H 1.105 3.932 -0.998
H -0.537 3.236 -0.860
H 0.401 3.414 0.600
H 2.869 -1.281 2.675
H 2.285 -2.559 2.171
O 2.128 -1.646 2.059
H -0.411 1.151 3.488
H 0.251 -0.078 3.773
O -0.671 0.271 3.802
H -1.128 0.612 1.177
H -1.492 1.493 0.208
O -1.666 1.420 1.081
H -1.212 -1.650 0.933
H -0.808 -0.941 2.285
O -0.579 -0.987 1.385
```

Summary:
Highest occupied orbital energy (alpha / beta) (eV): 0.27 / -6.71
Multiplicity: 2
Charge: -1

Just the Löwdin charges please, in e? Sure, here they are: atom 1 (C): -0.21, atom 2 (N): 0.04, atom 3 (C): -0.55, atom 4 (N): 0.12, atom 5 (O): -0.05, atom 6 (C): -0.28, atom 7 (C): -0.12, atom 8 (H): 0.12, atom 9 (H): 0.11, atom 10 (H): 0.12, atom 11 (H): 0.04, atom 12 (H): 0.14, atom 13 (H): 0.05, atom 14 (H): 0.09, atom 15 (H): 0.03, atom 16 (H): 0.08, atom 17 (H): 0.09, atom 18 (H): -0.02, atom 19 (H): -0.09, atom 20 (O): -0.37, atom 21 (H): 0.03, atom 22 (H): 0.03, atom 23 (O): -0.13, atom 24 (H): -0.03, atom 25 (H): -0.07, atom 26 (O): -0.06, atom 27 (H): 0.10, atom 28 (H): -0.03, atom 29 (O): -0.16

***

Q: Which relative energy (zero: lowest compared OMol25 entry of this formula, charge and spin) values were calculated for the entries above? A: 3.316 1.844, in eV.